DFT (ωB97M-V with the def2-TZVPD basis set) results for one molecule with the formula C3H2ClNO2 in a non-equilibrium geometry.

Cartesian coordinates (Å):
C -0.15292 -0.27034 -0.20225
N 0.75588 -0.89842 0.25384
C 2.07274 -1.15674 0.02675
O 2.48672 -2.10062 -0.62539
C 3.01812 -0.22135 0.75935
O 3.11355 -0.19504 1.90838
Cl 3.98657 0.78673 -0.39301
H -1.10947 -0.07594 0.19910
H 0.11832 0.22023 -1.21619

As for the structure (SMILES): C=NC(=O)C(=O)Cl. For the LUMO energy, the calculation gives 0.0 eV. Its molar mass is 119.51 g/mol. The energy above the lowest of the compared OMol25 structures with the same formula, charge and spin comes out at 35.8 kcal/mol. As for the total energy: -21249.2137 eV. The largest force on an atom comes out at 6.3 eV/Å.